Record 1
{"formula": "C34H79N3O10", "method": "ωB97M-V/def2-TZVPD", "species": ["C", "O", "H", "H", "H", "H", "C", "C", "O", "O", "H", "H", "H", "H", "H", "H", "C", "C", "O", "O", "H", "H", "H", "H", "H", "H", "C", "C", "O", "O", "H", "H", "H", "H", "H", "H", "C", "C", "C", "C", "C", "C", "N", "O", "C", "C", "C", "H", "H", "H", "H", "H", "H", "H", "H", "H", "H", "H", "H", "H", "H", "H", "H", "H", "H", "H", "C", "C", "C", "C", "C", "C", "N", "O", "C", "C", "C", "H", "H", "H", "H", "H", "H", "H", "H", "H", "H", "H", "H", "H", "H", "H", "H", "H", "H", "H", "C", "C", "C", "C", "C", "C", "N", "O", "C", "C", "C", "H", "H", "H", "H", "H", "H", "H", "H", "H", "H", "H", "H", "H", "H", "H", "H", "H", "H", "H"], "xyz": [[12.90, 15.51, 9.09], [13.71, 16.02, 10.15], [12.56, 16.21, 8.35], [13.39, 14.71, 8.53], [12.00, 15.09, 9.50], [14.45, 16.47, 9.75], [10.67, 19.34, 9.18], [9.96, 20.53, 8.53], [9.18, 21.21, 9.50], [9.81, 18.54, 9.86], [11.35, 19.73, 9.91], [11.36, 18.86, 8.45], [9.30, 20.17, 7.75], [10.67, 21.21, 7.98], [8.60, 20.50, 9.88], [10.18, 18.04, 10.55], [16.42, 16.87, 6.81], [16.71, 16.25, 8.22], [16.17, 17.19, 9.11], [17.17, 18.05, 6.63], [15.30, 17.00, 6.69], [16.65, 16.15, 5.99], [17.77, 16.19, 8.43], [16.10, 15.36, 8.43], [16.69, 17.99, 9.19], [16.56, 18.61, 6.09], [10.27, 17.90, 13.44], [11.45, 17.19, 12.84], [12.08, 17.94, 11.81], [9.20, 17.84, 12.46], [10.54, 18.93, 13.81], [9.99, 17.27, 14.32], [11.15, 16.25, 12.49], [12.23, 17.06, 13.67], [12.77, 17.31, 11.42], [8.89, 18.71, 12.19], [15.31, 19.29, 11.51], [15.50, 20.84, 11.78], [16.33, 21.51, 10.69], [16.22, 23.02, 10.56], [14.77, 23.32, 10.32], [13.90, 22.87, 11.52], [14.13, 21.33, 11.67], [13.27, 20.81, 12.78], [14.17, 23.75, 12.71], [12.45, 23.03, 11.15], [16.19, 21.04, 13.08], [14.69, 18.91, 12.29], [16.30, 18.86, 11.52], [15.00, 19.07, 10.47], [17.42, 21.27, 10.87], [16.18, 21.02, 9.72], [16.84, 23.38, 9.73], [16.58, 23.43, 11.55], [14.37, 22.70, 9.45], [14.55, 24.37, 10.16], [13.75, 24.73, 12.49], [13.71, 23.37, 13.65], [15.23, 23.84, 12.83], [12.19, 24.11, 11.17], [12.25, 22.47, 10.23], [11.83, 22.51, 11.87], [16.30, 22.12, 13.32], [17.11, 20.43, 13.13], [15.60, 20.65, 13.92], [12.46, 20.49, 12.33], [14.01, 8.94, 9.77], [13.67, 10.05, 8.80], [13.24, 11.32, 9.63], [14.33, 12.03, 10.32], [15.49, 12.40, 9.33], [15.95, 11.16, 8.51], [14.77, 10.51, 7.93], [15.13, 9.53, 6.96], [16.81, 11.60, 7.38], [16.87, 10.35, 9.44], [12.49, 9.63, 7.88], [14.58, 8.19, 9.25], [13.12, 8.51, 10.17], [14.50, 9.34, 10.65], [12.75, 12.04, 8.98], [12.46, 10.94, 10.27], [14.69, 11.40, 11.15], [13.99, 12.94, 10.85], [16.33, 12.86, 9.81], [15.20, 13.14, 8.57], [16.24, 12.11, 6.62], [17.60, 12.29, 7.73], [17.24, 10.75, 6.82], [17.27, 9.48, 8.88], [17.73, 11.03, 9.54], [16.47, 10.06, 10.38], [12.86, 8.87, 7.21], [12.25, 10.56, 7.28], [11.60, 9.28, 8.43], [15.64, 8.84, 7.45], [7.24, 14.56, 11.96], [7.89, 14.48, 10.52], [9.41, 14.50, 10.58], [9.99, 13.21, 11.10], [9.52, 12.01, 10.28], [7.94, 11.93, 10.16], [7.46, 13.26, 9.73], [6.00, 13.29, 9.76], [7.71, 10.82, 9.03], [7.22, 11.40, 11.35], [7.38, 15.69, 9.76], [7.66, 13.74, 12.50], [6.20, 14.29, 11.84], [7.37, 15.58, 12.38], [9.75, 14.85, 9.64], [9.74, 15.34, 11.26], [9.51, 13.06, 12.07], [11.08, 13.17, 11.13], [9.79, 10.99, 10.61], [9.92, 12.10, 9.27], [6.63, 10.71, 8.82], [8.32, 11.14, 8.16], [8.17, 9.96, 9.55], [6.18, 11.72, 11.27], [7.32, 10.32, 11.45], [7.70, 11.77, 12.27], [7.43, 15.36, 8.66], [7.95, 16.61, 9.92], [6.31, 15.94, 9.87], [5.67, 13.01, 8.87]], "mulliken_charge": [-0.074, -0.540, 0.386, 0.146, -0.244, 0.221, 0.685, -0.797, -0.574, -0.229, -0.371, 0.137, 0.396, 0.371, 0.313, 0.016, -0.405, 0.084, -0.499, -0.523, 0.230, 0.374, 0.376, -0.207, 0.317, 0.337, -0.546, -0.335, 0.191, -0.540, 0.294, 0.331, 0.208, 0.386, 0.033, 0.310, -2.378, 1.899, -1.254, -0.504, -1.081, 1.499, 0.617, -0.521, -1.789, -1.972, -1.669, 0.534, 0.602, 0.242, 0.334, 0.390, 0.388, 0.274, 0.287, 0.417, 0.483, 0.244, 0.411, 0.440, 0.354, 0.369, 0.317, 0.438, 0.357, 0.245, -1.822, 1.923, -1.111, -0.723, -1.031, 1.515, 0.115, -0.474, -1.988, -1.671, -1.763, 0.289, 0.516, 0.370, 0.250, 0.386, 0.549, 0.064, 0.690, -0.060, 0.457, 0.375, 0.406, 0.388, 0.460, 0.329, 0.479, 0.351, 0.299, 0.378, -1.718, 2.324, -0.313, -0.530, -1.370, 1.426, 0.002, -0.540, -1.598, -1.740, -1.878, 0.400, 0.386, 0.412, 0.805, -1.311, 0.376, 0.208, 0.449, 0.380, 0.468, 0.342, 0.357, 0.350, 0.487, 0.347, 0.409, 0.181, 0.363, 0.346], "e_homo_ev": -8.4, "fmax_ev_per_a": 3.70, "smiles": "CC1(C)CCCC(C)(C)N1O.CC1(C)CCCC(C)(C)N1O.CC1(C)CCCC(C)(C)N1O.OCCO.OCCO.OCCO.CO", "e_lumo_ev": 0.39, "multiplicity": 1, "relative_energy_ev": 1.253}

=====

Record 2
{"formula": "C34H80BrI2N7O8P", "method": "ωB97M-V/def2-TZVPD", "species": ["C", "C", "C", "O", "C", "C", "N", "I", "C", "C", "C", "C", "N", "P", "O", "I", "C", "Br", "C", "C", "C", "C", "O", "H", "H", "H", "H", "H", "H", "H", "H", "H", "H", "H", "H", "H", "H", "H", "H", "H", "H", "H", "H", "H", "H", "H", "H", "H", "C", "C", "C", "O", "C", "N", "H", "H", "H", "H", "H", "H", "H", "H", "H", "H", "H", "C", "C", "C", "O", "C", "N", "H", "H", "H", "H", "H", "H", "H", "H", "H", "H", "H", "C", "C", "C", "O", "C", "N", "H", "H", "H", "H", "H", "H", "H", "H", "H", "H", "H", "C", "C", "C", "O", "C", "N", "H", "H", "H", "H", "H", "H", "H", "H", "H", "H", "H", "C", "C", "C", "O", "C", "N", "H", "H", "H", "H", "H", "H", "H", "H", "H", "H", "H"], "xyz": [[3.84, -3.02, -0.32], [2.36, -3.39, 0.09], [1.38, -3.63, -1.13], [0.52, -2.50, -1.38], [-0.76, -2.86, -1.88], [-1.88, -2.19, -0.99], [-1.94, -2.21, 0.32], [-0.70, -3.09, 1.70], [-3.12, -1.44, 0.87], [-3.21, -0.35, -0.29], [-4.41, 0.72, -0.21], [-4.78, 1.05, 1.28], [-5.72, 1.91, 1.46], [-1.73, 0.88, -0.06], [-0.78, 0.36, 1.29], [-0.17, 0.81, -1.94], [-3.20, -1.39, -1.46], [-3.23, -0.73, -3.35], [-4.23, -2.61, -1.53], [-5.67, -2.40, -0.96], [-6.12, -3.61, 0.01], [-6.01, -5.03, -0.67], [-6.63, -5.97, 0.25], [4.47, -3.18, 0.59], [4.25, -3.63, -1.17], [3.89, -1.92, -0.55], [2.00, -2.55, 0.77], [2.41, -4.31, 0.74], [0.81, -4.59, -0.90], [2.03, -3.80, -2.04], [-0.92, -3.96, -2.02], [-0.85, -2.40, -2.91], [-4.04, -2.03, 1.11], [-2.82, -1.05, 1.90], [-3.98, 1.67, -0.64], [-5.28, 0.45, -0.86], [-4.25, 0.62, 2.18], [-5.83, 2.04, 2.48], [-1.23, 0.71, 2.08], [-4.32, -2.90, -2.61], [-3.78, -3.53, -1.03], [-6.40, -2.46, -1.82], [-5.87, -1.47, -0.37], [-5.53, -3.56, 0.96], [-7.19, -3.41, 0.28], [-6.50, -5.11, -1.67], [-4.92, -5.32, -0.70], [-5.91, -6.46, 0.68], [-3.81, 5.91, -1.50], [-5.06, 5.15, -1.04], [-6.37, 5.87, -1.41], [-6.70, 6.96, -0.56], [-6.08, 8.18, -0.92], [-4.96, 4.90, 0.40], [-3.61, 6.79, -0.88], [-2.93, 5.26, -1.43], [-3.91, 6.24, -2.53], [-5.06, 4.19, -1.56], [-7.19, 5.15, -1.28], [-6.39, 6.17, -2.46], [-5.97, 8.29, -2.00], [-5.10, 8.27, -0.43], [-6.70, 9.00, -0.55], [-5.75, 4.32, 0.68], [-5.13, 5.78, 0.87], [6.62, -4.49, 3.60], [5.87, -5.55, 2.80], [6.55, -6.93, 2.82], [7.68, -7.03, 1.95], [8.89, -6.55, 2.50], [5.67, -5.06, 1.43], [7.52, -4.14, 3.10], [5.98, -3.61, 3.76], [6.90, -4.87, 4.59], [4.88, -5.67, 3.27], [5.83, -7.67, 2.44], [6.82, -7.24, 3.83], [8.96, -6.75, 3.57], [9.00, -5.48, 2.31], [9.71, -7.07, 2.00], [5.09, -5.73, 0.93], [6.57, -5.11, 0.96], [-4.30, 14.31, -0.05], [-4.18, 13.58, -1.38], [-4.53, 12.08, -1.30], [-3.50, 11.28, -0.75], [-3.48, 11.23, 0.67], [-2.84, 13.80, -1.93], [-3.47, 14.06, 0.63], [-4.28, 15.39, -0.20], [-5.23, 14.06, 0.46], [-4.91, 14.05, -2.06], [-4.67, 11.72, -2.32], [-5.48, 11.92, -0.78], [-4.49, 11.26, 1.09], [-2.88, 12.05, 1.07], [-3.01, 10.29, 0.97], [-2.80, 13.39, -2.86], [-2.20, 13.23, -1.39], [3.90, 1.48, 4.24], [3.10, 0.48, 3.41], [3.73, -0.92, 3.37], [4.84, -1.03, 2.49], [6.08, -0.63, 3.04], [2.91, 1.02, 2.06], [4.81, 1.81, 3.74], [3.30, 2.37, 4.43], [4.17, 1.05, 5.21], [2.12, 0.38, 3.88], [2.98, -1.61, 2.97], [3.99, -1.28, 4.37], [6.15, -0.87, 4.11], [6.24, 0.44, 2.89], [6.88, -1.16, 2.51], [2.30, 0.38, 1.54], [3.80, 0.95, 1.58], [5.33, -8.58, -4.59], [4.18, -7.59, -4.43], [4.61, -6.24, -3.83], [4.81, -6.26, -2.42], [6.10, -6.72, -2.02], [3.11, -8.22, -3.65], [5.64, -9.01, -3.63], [5.03, -9.41, -5.23], [6.20, -8.10, -5.05], [3.79, -7.38, -5.44], [3.80, -5.52, -3.99], [5.49, -5.83, -4.34], [6.88, -6.41, -2.71], [6.09, -7.81, -1.91], [6.31, -6.29, -1.04], [2.31, -7.58, -3.62], [3.43, -8.25, -2.68]], "mulliken_charge": [-0.679, 0.319, -0.393, -0.198, -0.779, 0.420, -0.480, 0.306, -1.543, 1.401, -0.993, -0.113, -0.560, 0.265, -0.460, -0.083, 0.442, 0.050, -0.919, -0.366, -0.524, -0.347, -0.529, -0.038, 0.162, 0.315, -0.368, 0.298, 0.375, 0.122, 0.305, 0.308, -0.029, 0.804, 0.526, 0.589, 0.300, 0.271, 0.307, 0.675, 0.029, 0.457, 0.050, 0.034, 0.449, 0.269, 0.221, 0.323, -1.440, 0.688, -0.920, -0.429, -0.521, -0.680, 0.244, 0.320, 0.371, 0.277, 0.338, 0.466, 0.325, 0.126, 0.266, 0.273, 0.306, -1.143, 0.254, -0.767, -0.357, -0.694, -0.390, 0.258, -0.015, 0.396, 0.395, 0.361, 0.446, 0.313, 0.260, 0.256, 0.193, 0.225, -1.399, 0.315, -0.593, -0.399, -0.719, -0.738, 0.281, 0.354, 0.342, 0.413, 0.322, 0.362, 0.316, 0.288, 0.254, 0.272, 0.325, -1.533, 0.409, -0.573, -0.196, -0.906, -0.683, 0.290, 0.377, 0.354, 0.390, 0.146, 0.484, 0.400, 0.242, 0.275, 0.138, 0.368, -1.408, 0.366, -0.803, -0.169, -0.278, -0.737, 0.285, 0.362, 0.347, 0.424, 0.303, 0.429, 0.358, 0.221, -0.237, 0.249, 0.314], "e_homo_ev": -10.2, "fmax_ev_per_a": 1.99, "e_lumo_ev": -4.39, "multiplicity": 1, "total_charge": 1}

=====

| no. | calculated total energy (eV) |
| --- | --- |
| 1 | -61477.527 |
| 2 | -158885.701 |